Formula: C6H26NO7
Source: the Open Molecules 2025 dataset
Level of theory: ωB97M-V with the def2-TZVPD basis set

Properties
Relative energy (zero: lowest compared OMol25 entry of this formula, charge and spin): 3.742 eV
Gap between HOMO and LUMO: 10.37 eV
Net charge: +1
Spin multiplicity: 1

Last columns: bonded neighbours and bond lengths (Å).
Element x y z (Å)
1 O -2.92341 -0.16959 1.92858  C2 1.287
2 C -3.51744 0.38938 0.93337  O1 1.287, C3 1.411, H9 1.214
3 C -3.24647 0.14229 -0.42925  C2 1.411, C4 1.505, H10 1.121, H11 1.137
4 C -2.31216 1.21250 -0.92678  C3 1.505, C5 1.548, H12 1.106, H13 1.174
5 C -1.17097 1.77961 -0.04724  C4 1.548, C6 1.553, H14 1.149, H15 1.152
6 C -0.64134 0.99218 1.18180  C5 1.553, C7 1.601, H16 1.128, H17 1.126
7 C 0.92830 1.15106 1.45680  C6 1.601, N8 1.575, H18 1.044, H19 1.050
8 N 1.49506 0.73350 0.04773  C7 1.575, H20 0.994, H21 1.117, H22 0.999
9 H -4.06283 1.44739 1.16948  C2 1.214
10 H -4.10557 0.16525 -1.14915  C3 1.121
11 H -2.86137 -0.92063 -0.55302  C3 1.137
12 H -1.98047 1.12917 -1.97876  C4 1.106
13 H -3.08822 2.07933 -1.08638  C4 1.174
14 H -1.62718 2.71973 0.42941  C5 1.149
15 H -0.34689 2.11761 -0.77788  C5 1.152
16 H -0.79917 -0.05691 0.79867  C6 1.128
17 H -1.06525 1.14657 2.21393  C6 1.126
18 H 1.25572 2.12672 1.63335  C7 1.044
19 H 1.05030 0.61035 2.34896  C7 1.050
20 H 1.28215 -0.18837 -0.25723  N8 0.994
21 H 1.07587 1.52576 -0.61852  N8 1.117
22 H 2.48946 0.65451 0.10940  N8 0.999
23 H 0.46508 -3.59828 -2.12638  O25 1.003
24 H 0.31741 -3.07231 -0.77091  O25 0.965
25 O 0.36888 -2.71273 -1.66480  H23 1.003, H24 0.965
26 H 1.56303 -4.18291 1.40424  O28 0.896
27 H 0.18746 -3.97849 1.40225  O28 1.013
28 O 1.04463 -3.49112 1.16992  H26 0.896, H27 1.013
29 H 4.53582 0.11568 0.42811  O31 0.962
30 H 4.45780 0.02512 -1.17638  O31 1.007
31 O 3.95868 -0.09974 -0.31050  H29 0.962, H30 1.007
32 H -1.56656 -2.89231 1.81420  O34 0.982
33 H -2.35356 -1.66662 1.49296  O34 0.979
34 O -1.78973 -2.32825 1.04244  H32 0.982, H33 0.979
35 H 1.99443 3.87499 -0.29553  O37 0.941
36 H 2.27757 3.47775 -1.48402  O37 0.816
37 O 1.58192 3.51044 -1.05927  H35 0.941, H36 0.816
38 H 3.13495 -1.45002 -2.32125  O40 0.941
39 H 1.59742 -1.41217 -1.86193  O40 0.978
40 O 2.39664 -0.90643 -2.11041  H38 0.941, H39 0.978